19
Properties=species:S:1:pos:R:3:forces:R:3 method="wB97M-V/def2-TZVPD" de_lowest_kj_mol=62.84 fmax_ev_per_a=1.5 smiles=CC[C@@H](C)NC[O-] lumo_energy_ev=4.04 gap_ev=6.6 total_charge=-1
O 2.1386 0.2415 -1.4016 -0.02 -0.02 -0.05
N 1.2007 -0.8348 0.6209 0.78 0.30 -1.11
C -0.7221 -0.4583 -0.8938 1.49 0.14 0.31
C 0.0585 0.0251 0.3773 -1.15 -0.42 0.01
C -1.8947 0.4350 -1.2774 0.30 0.28 -0.21
C 2.4373 -0.2120 -0.2080 -0.80 -0.42 -0.52
C -0.8228 0.1412 1.6436 1.12 0.61 -0.25
H 1.5773 -0.6810 1.5442 -0.44 0.00 0.58
H -2.0427 1.2144 -0.5335 -0.19 0.06 0.18
H 3.1080 -1.0930 -0.2185 0.48 0.09 0.32
H -0.9398 -1.5248 -0.8860 -0.28 -0.11 0.45
H 2.8138 0.6040 0.4688 0.22 -0.18 0.24
H -1.3082 -0.7962 1.9032 -0.14 -0.07 -0.05
H 0.4317 1.0010 0.0294 -0.21 0.31 0.48
H -1.6431 0.9715 -2.1939 -0.23 -0.03 -0.15
H -2.8419 -0.0852 -1.4214 0.00 -0.06 0.02
H 0.1171 -0.3562 -1.5984 -0.44 -0.11 -0.27
H -1.5186 0.9754 1.5882 -0.44 -0.17 -0.19
H -0.1493 0.4323 2.4568 -0.05 -0.21 0.20

---

19
Properties=species:S:1:pos:R:3:forces:R:3 method="wB97M-V/def2-TZVPD" de_lowest_kj_mol=130.08 fmax_ev_per_a=3.3 smiles=CN[C@@H](C)CC[O-] lumo_energy_ev=4.11 gap_ev=6.7 total_charge=-1
O 1.5106 -0.8980 -1.8425 -0.67 0.19 0.51
N 0.7923 0.8362 0.0633 -1.36 0.24 -2.71
C 1.2728 1.4116 1.2603 0.05 0.15 0.85
C -0.6527 -1.1579 -0.7767 0.73 1.04 1.49
C -1.6717 0.9290 0.2188 -1.93 0.30 1.18
C 0.6815 -1.7842 -1.1378 2.25 0.78 -0.95
C -0.4453 0.0924 0.2199 1.64 -2.87 0.04
H -1.2308 -0.8122 -1.6282 -0.02 -0.33 -0.39
H -2.6616 0.3800 0.4373 1.51 0.52 0.00
H -0.2388 -0.5516 1.1041 -0.81 0.75 0.68
H 0.6254 -2.6802 -1.7624 -0.87 -0.55 -0.05
H 1.6637 0.5936 1.9411 0.42 0.87 -0.18
H -1.7930 1.2790 -0.7907 -0.01 0.52 -0.50
H 1.2351 -2.1848 -0.2245 -0.76 0.44 -0.01
H 1.9625 2.2830 1.0881 -0.11 -1.15 0.18
H 0.4573 1.8751 1.8951 0.35 -0.36 -0.75
H -1.1932 -1.8553 -0.1184 -0.50 -0.02 -0.58
H 1.2776 0.4405 -0.8567 0.24 0.07 1.68
H -1.5919 1.8039 0.9099 -0.14 -0.58 -0.50

---

19
Properties=species:S:1:pos:R:3:forces:R:3 method="wB97M-V/def2-TZVPD" de_lowest_kj_mol=76.34 fmax_ev_per_a=2.7 smiles=CC(C)[C@@H](N)C[O-] lumo_energy_ev=4.25 gap_ev=6.6 total_charge=-1
O -1.5236 0.1733 1.8993 -1.49 -0.27 0.16
N -0.3800 -1.1868 -1.2693 -1.04 -0.29 0.66
C 1.1629 -0.1543 1.1939 0.56 0.08 -1.11
C -1.8986 -0.3927 0.7619 1.82 0.75 -1.83
C -0.8026 0.0032 -0.4467 -0.32 -0.35 1.08
C 1.3948 1.1225 -0.9754 0.52 -1.28 1.36
C 0.4125 0.7328 0.1861 0.63 0.39 -0.61
H 1.9827 0.2072 -1.1934 -0.45 0.41 -0.41
H -1.2461 -1.5061 -1.7537 0.75 0.50 0.23
H -0.3323 -1.9138 -0.5451 0.42 -0.06 -0.29
H 1.6653 -0.8960 0.5349 0.07 -0.03 0.85
H -1.8631 -1.5267 0.6927 -0.19 0.10 0.36
H -1.2705 0.6636 -1.1629 -0.24 0.53 -0.18
H -2.8770 -0.1132 0.2192 0.16 -0.07 0.91
H 1.9190 0.4477 1.7361 -0.18 -0.38 -0.25
H 0.4699 -0.6019 1.8941 -0.07 -0.04 0.09
H 0.8663 1.4445 -1.8531 -0.11 0.29 -0.47
H 2.1598 1.8337 -0.6571 -0.21 0.40 0.02
H 0.1606 1.6630 0.7386 -0.62 -0.68 -0.56

---

19
Properties=species:S:1:pos:R:3:forces:R:3 method="wB97M-V/def2-TZVPD" de_lowest_kj_mol=99.64 fmax_ev_per_a=2.9 smiles=CCCCNC[O-] lumo_energy_ev=3.76 gap_ev=6.1 total_charge=-1
O 0.2828 -3.0033 -1.0384 -0.42 -0.39 -0.52
N -0.0912 -0.7137 -1.6997 -0.19 0.12 -1.20
C 0.4329 1.5660 0.9736 0.01 -1.18 -0.28
C -0.5252 -0.5039 -0.3196 -0.40 -0.52 -1.04
C 0.6106 -2.0939 -1.9495 0.34 0.24 2.45
C 0.5931 0.1115 0.5186 0.01 -1.01 0.84
C -0.8311 1.7540 1.8126 1.29 2.64 0.24
H 0.6684 -0.5650 1.3831 0.23 0.38 0.23
H -1.7060 1.5461 1.2018 -0.24 -0.82 0.82
H -0.6366 1.4511 2.8508 -0.83 -1.31 -0.50
H -1.4469 0.0880 -0.3542 0.25 0.58 0.02
H 0.4468 2.1354 0.0467 -0.26 0.51 0.05
H 0.3843 -2.3670 -3.0066 0.12 0.37 -0.06
H 1.3440 1.8011 1.5300 -0.14 0.33 0.12
H -0.9320 2.8308 2.0670 -0.04 0.01 -0.60
H -0.9138 -1.4752 0.0310 0.71 0.09 0.53
H 1.5592 0.0186 0.0073 -0.33 -0.11 -0.20
H 1.6961 -1.8367 -1.7920 -0.09 0.11 -0.88
H -0.9354 -0.7440 -2.2623 -0.01 -0.04 -0.03

---

19
Properties=species:S:1:pos:R:3:forces:R:3 method="wB97M-V/def2-TZVPD" de_lowest_kj_mol=75.52 fmax_ev_per_a=0.9 lumo_energy_ev=4.02 gap_ev=6.6 total_charge=-1
O -1.8310 -0.1846 0.1511 -0.44 -0.14 -0.16
N -2.3825 1.7149 -1.2180 0.32 0.01 -0.06
C 1.4727 0.1358 0.7947 -0.73 0.17 0.55
C 1.8485 -2.1334 -0.2397 0.09 -0.68 0.07
C 0.4788 1.1404 1.3605 0.23 -0.50 -0.16
C -1.6386 0.4105 -1.0210 -0.16 -0.18 -0.19
C 1.0762 -1.1059 0.5105 0.23 0.51 0.03
H -1.9772 -0.1680 -1.9286 0.15 -0.10 0.14
H 0.1999 1.8606 0.5839 0.25 0.14 0.08
H 2.9274 -1.9558 -0.2228 -0.03 -0.02 -0.03
H -0.5665 0.6536 -1.2173 0.03 0.12 -0.06
H 0.8486 1.6710 2.2426 0.05 0.02 -0.03
H 2.4867 0.4989 0.6433 0.10 -0.20 -0.39
H 1.6314 -3.1216 0.1925 0.31 0.09 -0.03
H 1.5282 -2.2291 -1.2879 0.00 0.29 0.18
H -0.4582 0.6106 1.5455 0.02 0.12 0.15
H -2.3616 2.1329 -0.2897 -0.19 0.04 -0.03
H -3.3478 1.4541 -1.3912 -0.08 0.07 0.26
H 0.0651 -1.3848 0.7915 -0.15 0.25 -0.31

---

19
Properties=species:S:1:pos:R:3:forces:R:3 method="wB97M-V/def2-TZVPD" de_lowest_kj_mol=132.48 fmax_ev_per_a=2.8 smiles=CC[C@@H](C)NC[O-] lumo_energy_ev=3.88 gap_ev=6.7 total_charge=-1
O 1.5068 0.0937 2.9488 -0.47 -1.45 -2.38
N 1.5611 0.0052 0.2611 0.87 -0.65 1.90
C -0.6868 0.8120 0.1219 -0.81 -1.02 1.04
C 0.3107 -0.1851 -0.4565 2.03 1.32 0.40
C 0.4766 -0.0305 -1.9895 -0.01 0.55 0.14
C -2.1202 0.2995 -0.0493 -0.34 -1.15 -1.90
C 1.4373 -0.7598 1.9060 1.97 1.53 0.66
H -0.5225 1.7854 -0.3481 -0.06 0.01 0.13
H -2.2564 -0.6304 0.4964 -0.15 0.32 1.12
H -2.9292 1.0294 0.1087 0.23 -0.39 0.08
H 0.0741 -1.2323 -0.2256 -0.58 0.10 -0.32
H 1.3694 -0.5543 -2.3962 -0.77 0.19 0.35
H -0.4559 -0.4183 -2.3216 -0.68 -0.94 -1.17
H 1.6661 0.9852 0.5711 -0.19 -0.59 -0.22
H -2.2772 -0.2372 -1.0604 0.22 1.57 0.71
H 0.5052 -1.3404 1.7764 -0.20 0.05 -0.07
H 2.3477 -1.4826 1.8536 -1.16 0.79 -0.21
H 0.4251 1.0063 -2.4233 0.55 -0.53 0.93
H -0.4321 0.8542 1.2267 -0.44 0.29 -1.20

---

19
Properties=species:S:1:pos:R:3:forces:R:3 method="wB97M-V/def2-TZVPD" de_lowest_kj_mol=437.67 fmax_ev_per_a=5.9 lumo_energy_ev=4.01 gap_ev=5.7 total_charge=-1
O 1.3231 -2.8712 0.1154 0.27 1.17 0.07
N -1.1227 1.1754 -0.5595 -0.75 0.33 0.70
C 0.2075 1.6875 -0.4981 0.44 -1.41 -0.56
C -0.3424 -1.0530 0.4190 1.44 -1.18 -2.45
C -1.2780 -0.2416 -0.5409 0.51 0.36 0.97
C 0.5606 -1.9997 -0.3242 -3.24 -4.84 0.90
C 0.8030 1.9816 0.9472 -2.02 0.34 -0.36
H -2.2932 -0.4730 -0.1539 0.23 -0.04 -0.44
H 0.7755 -0.8155 0.3122 0.16 3.21 1.27
H 0.4549 2.9953 1.1614 0.35 0.08 0.35
H -1.1839 -0.7371 -1.5625 -0.04 0.13 0.51
H -2.0262 2.9857 1.0438 0.22 0.53 -0.12
H -1.8655 3.7275 1.1458 -0.28 -0.45 0.07
H -0.5981 -1.2909 1.4393 0.35 0.11 0.21
H 1.8562 1.8745 1.2118 0.10 -0.17 -0.44
H 0.1799 2.5889 -1.1115 0.62 0.25 0.05
H 0.1878 -2.1676 -1.3404 0.84 1.13 -0.88
H 0.1439 1.3409 1.5405 0.51 -0.01 0.46
H 0.9039 0.9457 -0.9621 0.31 0.46 -0.32

---

19
Properties=species:S:1:pos:R:3:forces:R:3 method="wB97M-V/def2-TZVPD" de_lowest_kj_mol=204.19 fmax_ev_per_a=4.7 smiles=C[C@H](N)CCC[O-] lumo_energy_ev=4.23 gap_ev=6.9 total_charge=-1
O 0.2985 -1.8120 1.1480 2.19 -1.04 -1.26
N 1.5002 0.0508 -0.4285 1.21 -3.16 1.70
C -0.6748 0.4364 1.3662 -1.85 -1.20 -1.32
C -0.7724 -1.1565 1.5289 1.89 2.54 3.45
C 0.4082 0.8802 -0.8507 0.83 2.46 -1.84
C -0.9373 0.7613 -0.1498 0.44 1.43 2.22
C 0.1963 0.7916 -2.3827 -2.80 -0.20 -1.00
H 0.6620 2.0508 -0.7268 -0.04 -2.00 0.18
H 0.2927 1.7850 -2.8236 0.88 -0.11 -0.33
H 0.8540 -0.0109 -2.8338 -1.03 1.03 0.20
H 2.2919 -0.2369 -1.0828 -2.05 1.14 0.65
H 0.3521 0.7222 1.4876 0.46 0.02 0.88
H -0.8413 -1.1263 2.6867 -0.43 -0.71 -0.49
H -1.5235 0.0150 -0.5856 -0.82 -1.66 -0.65
H -1.5554 1.6832 -0.3133 0.80 -0.34 0.08
H -1.3381 0.8564 2.1770 0.44 0.13 -1.20
H -1.0039 0.6796 -2.6646 2.86 -0.59 0.68
H -1.6408 -1.6146 1.1586 -2.19 -0.09 -0.75
H 1.2411 -0.9420 0.2648 -0.78 2.34 -1.20